Entry from the Open Molecules 2025 dataset: a molecular structure, C33H28BF9O4Pd (ωB97M-V with the def2-TZVPD basis set).

frontier orbital gap (alpha / beta) = 7.18 / 7.18 eV
total charge = -2

Geometry as XYZ:
```
76
Properties=species:S:1:pos:R:3:forces:R:3
Pd -1.404 -1.397 0.957 2.0 -0.8 -0.1
C 1.737 0.424 -3.812 -0.2 0.1 0.6
C 1.849 1.159 -2.474 0.5 0.4 -0.7
C 2.901 2.284 -2.592 -0.3 -0.4 0.2
O 0.605 1.711 -2.101 0.1 -0.1 -0.3
C 0.421 1.539 -0.700 -0.2 -0.1 0.6
C 1.662 0.716 -0.258 -0.1 0.2 0.5
O 2.209 0.245 -1.478 -0.1 -0.3 -0.2
C 1.587 -0.487 0.759 0.4 1.0 0.1
O 0.857 -1.533 0.345 -1.6 -0.5 0.3
C 3.073 -0.910 0.881 -0.1 -0.2 0.0
C 3.464 -2.097 0.279 -0.1 0.0 0.0
C 4.782 -2.513 0.329 0.1 -0.1 0.0
C 5.731 -1.754 0.996 0.2 -0.1 0.0
C 5.344 -0.577 1.613 0.2 0.1 0.1
C 4.025 -0.159 1.554 0.0 0.0 0.0
C 1.185 0.010 2.159 0.0 -0.3 0.2
C 0.738 -0.980 3.039 0.4 0.0 0.0
C 0.462 -0.688 4.364 0.0 0.0 -0.1
C 0.595 0.610 4.831 -0.1 0.0 0.2
C 1.004 1.605 3.960 0.1 0.1 0.0
C 1.312 1.307 2.640 0.0 0.0 0.1
C -1.045 1.066 -0.354 0.1 0.4 -0.7
O -1.074 0.641 0.941 -0.5 -0.7 0.3
C -1.878 2.352 -0.515 -0.1 0.0 0.1
C -2.452 2.915 0.616 0.1 -0.1 0.1
C -3.170 4.095 0.537 0.0 0.2 0.0
C -3.322 4.735 -0.681 -0.1 0.1 0.0
C -2.759 4.175 -1.817 0.0 0.1 -0.1
C -2.043 2.992 -1.738 0.0 0.1 0.0
C -1.602 -0.010 -1.298 0.0 0.0 -0.3
C -0.771 -0.957 -1.905 -0.2 0.1 -0.1
C -1.304 -1.938 -2.725 0.1 0.0 0.0
C -2.671 -2.015 -2.927 -0.1 0.0 -0.1
C -3.507 -1.099 -2.312 -0.1 0.0 0.0
C -2.983 -0.102 -1.502 0.3 0.0 -0.1
H 1.502 1.126 -4.606 0.0 0.1 -0.1
H 0.946 -0.313 -3.739 -0.1 -0.1 -0.1
H 2.683 -0.073 -4.010 0.1 0.0 -0.1
H 2.585 3.013 -3.334 0.0 0.1 -0.1
H 3.853 1.848 -2.878 0.2 0.0 -0.1
H 3.021 2.785 -1.636 0.0 0.1 0.2
H 0.508 2.528 -0.218 0.0 -0.2 0.0
H 2.386 1.437 0.161 -0.2 -0.1 0.0
H 2.693 -2.676 -0.205 0.0 -0.1 -0.1
H 5.071 -3.440 -0.148 0.0 -0.1 0.0
H 6.763 -2.083 1.050 0.0 0.0 0.0
H 6.073 0.018 2.151 0.0 0.0 0.0
H 3.732 0.750 2.059 0.0 0.1 0.1
H 0.682 -2.002 2.677 -0.1 0.1 0.0
H 0.159 -1.483 5.033 -0.1 0.0 0.0
H 0.389 0.841 5.870 -0.1 0.0 0.0
H 1.086 2.628 4.313 0.0 0.0 0.0
H 1.622 2.118 1.995 0.0 0.0 -0.1
H -2.321 2.394 1.553 0.0 -0.1 0.0
H -3.605 4.517 1.435 -0.1 0.0 0.0
H -3.881 5.662 -0.746 0.0 0.0 0.0
H -2.874 4.672 -2.774 0.0 0.0 0.0
H -1.599 2.570 -2.625 0.0 -0.1 -0.1
H 0.289 -0.951 -1.708 0.0 0.0 0.0
H -0.641 -2.651 -3.201 0.0 -0.1 0.0
H -3.088 -2.797 -3.548 0.0 0.0 0.0
H -4.578 -1.169 -2.436 0.0 0.0 0.1
H -3.654 0.593 -1.013 0.0 0.0 0.0
F -3.914 -1.217 1.000 0.7 -0.2 0.2
B -5.317 -1.028 0.879 -0.1 0.1 0.1
F -5.772 -1.594 -0.296 -0.2 -0.5 -0.9
F -5.599 0.329 0.864 0.0 0.9 0.0
F -5.962 -1.616 1.951 -0.2 -0.4 0.8
F -2.351 -3.737 -0.149 0.5 -0.3 0.3
C -1.554 -3.460 0.964 -2.2 1.0 -0.3
F -2.341 -3.866 2.051 0.6 0.2 -0.3
C -0.434 -4.480 0.915 1.3 -1.1 0.0
F 0.316 -4.398 -0.187 -0.2 0.4 -0.2
F -0.830 -5.796 0.956 -0.5 0.7 0.0
F 0.395 -4.364 1.968 -0.1 0.4 0.2
```
Forces are in eV/Å.


Entry from the Open Molecules 2025 dataset: a molecular structure, C33H28Br2F2N6O2STi (ωB97M-V with the def2-TZVPD basis set).

frontier orbital gap = 7.15 eV

Geometry as XYZ:
```
75
Properties=species:S:1:pos:R:3:forces:R:3
Ti -0.759 -0.724 -0.441 -0.9 -0.9 0.2
N -2.510 -4.467 -2.435 0.0 0.0 0.0
C -2.000 -3.271 -2.026 0.0 -0.2 -0.1
S -2.254 -2.844 -0.381 0.2 0.3 0.0
N -1.390 -2.580 -2.953 0.0 0.2 0.4
N -0.937 -1.343 -2.523 0.2 0.0 -0.5
C -0.350 -0.689 -3.470 -0.1 0.0 0.1
C 0.154 0.671 -3.415 0.0 0.0 -0.1
C 0.762 1.223 -4.548 0.0 0.1 0.1
C 1.151 2.549 -4.563 0.0 -0.1 0.0
C 0.904 3.350 -3.448 0.0 0.0 0.1
C 0.296 2.836 -2.317 0.2 -0.1 -0.2
C -0.053 1.485 -2.293 -0.2 -0.2 0.3
O -0.603 0.947 -1.216 0.4 0.0 0.0
H -2.814 -5.130 -1.747 0.0 0.0 0.0
H -2.266 -4.787 -3.357 0.0 0.0 0.0
H -0.273 -1.207 -4.426 0.0 0.1 0.0
H 0.915 0.597 -5.417 0.0 0.0 0.0
H 1.626 2.968 -5.439 0.0 0.0 0.0
H 1.190 4.395 -3.465 0.0 0.0 0.0
H 0.096 3.440 -1.443 0.0 0.0 0.0
F -5.784 1.024 -1.798 0.0 0.0 0.1
C -4.950 0.647 -0.807 0.0 0.0 -0.1
C -3.665 0.258 -1.123 -0.1 0.0 0.1
C -2.811 -0.137 -0.098 0.1 0.3 0.0
C -3.263 -0.109 1.229 -0.1 0.0 0.0
C -4.566 0.310 1.485 0.0 0.0 0.1
F -5.021 0.386 2.762 0.0 0.0 -0.1
C -5.438 0.689 0.490 0.2 0.0 0.0
C -2.275 -0.499 2.241 0.0 0.1 0.1
C -2.513 -0.721 3.600 -0.1 0.1 -0.2
C -1.450 -0.989 4.438 0.0 0.0 0.1
C -0.159 -1.021 3.929 0.0 0.0 -0.1
C 0.000 -0.838 2.570 0.1 0.0 0.1
N -1.025 -0.614 1.749 0.0 -0.2 -0.2
H -3.358 0.261 -2.162 0.0 0.0 0.0
H -6.442 1.015 0.712 0.0 0.0 0.0
H -3.520 -0.673 3.979 0.0 0.0 0.0
H -1.629 -1.162 5.491 0.0 0.0 0.0
H 0.702 -1.195 4.557 0.0 0.0 0.0
H 0.970 -0.853 2.096 0.0 0.0 0.0
Br 6.356 2.709 -0.143 0.1 0.0 0.0
C 4.584 2.081 -0.023 -0.2 -0.1 -0.1
C 4.137 1.084 -0.873 0.0 0.1 0.1
C 2.832 0.647 -0.699 0.0 -0.1 -0.1
N 1.994 1.133 0.205 0.1 0.1 0.0
C 2.418 2.142 0.964 0.0 0.1 0.1
C 3.720 2.628 0.908 0.1 0.0 -0.1
C 1.396 2.777 1.855 0.1 -0.1 0.0
C 1.651 3.975 2.517 -0.1 0.1 0.1
C 0.639 4.515 3.290 -0.1 -0.1 0.0
Br 0.932 6.135 4.207 0.0 0.1 0.0
C -0.584 3.875 3.382 0.1 0.1 0.0
C -0.730 2.690 2.678 0.0 0.0 0.0
N 0.226 2.152 1.935 -0.1 0.0 0.0
H 4.769 0.655 -1.636 0.0 0.0 0.0
H 2.439 -0.143 -1.331 0.0 0.0 0.0
H 4.065 3.413 1.566 0.0 0.0 0.0
H 2.595 4.493 2.436 0.0 0.0 0.0
H -1.394 4.282 3.970 0.0 0.0 0.0
H -1.671 2.152 2.711 -0.1 0.0 0.0
C 2.078 -3.059 1.255 0.1 -0.1 0.0
C 1.514 -3.005 -0.159 -0.1 0.2 -0.1
C 2.648 -2.836 -1.169 0.1 -0.1 0.0
C 0.769 -4.296 -0.470 0.0 -0.1 0.0
O 0.657 -1.870 -0.283 0.3 0.4 0.1
H 2.748 -3.916 1.351 0.0 0.0 0.0
H 1.283 -3.169 1.992 0.0 0.0 0.0
H 2.651 -2.158 1.479 0.0 0.1 0.0
H 3.227 -3.760 -1.237 0.0 0.0 0.0
H 3.332 -2.038 -0.879 0.0 0.0 0.0
H 2.247 -2.617 -2.160 -0.1 0.0 0.0
H 1.473 -5.128 -0.399 0.0 0.0 0.0
H 0.362 -4.277 -1.479 0.0 0.0 -0.1
H -0.051 -4.467 0.225 0.0 0.0 0.0
```
Forces are in eV/Å.


Entry from the Open Molecules 2025 dataset: a molecular structure, C33H28BrCl2GdI2N4O2Si (ωB97M-V with the def2-TZVPD basis set).

multiplicity = 8
frontier orbital gap (alpha / beta) = 6.44 / 7.03 eV

Geometry as XYZ:
```
74
Properties=species:S:1:pos:R:3:forces:R:3
Gd -0.243 -0.476 0.251 0.0 0.2 0.3
Cl -1.929 -2.000 -6.655 0.0 -0.2 -1.0
C -1.964 -1.672 -4.980 0.5 0.3 0.4
C -3.113 -1.908 -4.291 0.1 0.1 0.6
C -3.120 -1.654 -2.904 -0.3 -0.1 -0.2
I -4.774 -1.912 -1.686 -0.5 -0.2 -0.2
C -2.022 -1.195 -2.222 0.4 0.2 0.2
O -2.056 -0.989 -0.936 0.4 0.1 -0.3
C -0.824 -0.918 -2.980 0.1 0.1 0.6
N 0.254 -0.429 -2.284 -0.1 0.1 -0.3
C 1.371 -0.185 -2.939 -0.2 -0.4 -0.1
C 1.520 -0.439 -4.322 0.1 0.1 -0.1
C 0.451 -0.914 -5.036 -0.2 0.0 0.6
C -0.776 -1.160 -4.350 -0.3 -0.3 -1.0
H -3.998 -2.306 -4.779 0.2 0.1 0.0
H 2.206 0.184 -2.358 0.0 0.0 0.0
H 2.489 -0.253 -4.795 -0.4 0.0 0.2
H 0.528 -1.109 -6.096 0.0 0.0 0.0
C -4.744 2.442 3.750 0.2 0.5 -0.1
C -4.136 1.169 3.246 -0.3 -0.1 0.3
C -4.426 -0.057 3.835 -0.2 0.0 0.4
C -3.794 -1.209 3.412 0.0 0.0 0.0
C -2.906 -1.057 2.363 0.1 -0.1 0.4
Br -1.808 -2.522 1.842 -0.3 -0.4 0.2
N -2.627 0.066 1.761 -0.1 0.1 -0.2
C -3.242 1.169 2.193 0.3 0.4 -0.5
H -5.397 2.286 4.599 -0.2 -0.2 0.1
H -5.329 2.928 2.968 0.1 0.1 0.0
H -3.969 3.147 4.086 -0.1 -0.2 -0.2
H -5.124 -0.105 4.671 0.2 0.0 -0.2
H -3.945 -2.154 3.914 0.0 0.0 -0.1
H -2.995 2.107 1.669 0.0 -0.5 0.3
Cl 1.260 6.391 1.100 0.2 0.7 -0.1
C 0.848 4.753 1.395 -0.3 -0.2 -0.6
C 1.330 4.135 2.505 -0.2 -0.2 0.5
C 0.965 2.803 2.780 0.4 0.2 0.2
I 1.604 1.712 4.426 0.3 0.3 0.2
C 0.231 2.068 1.892 -0.4 -0.6 -0.4
O -0.004 0.798 2.074 0.1 0.2 -0.5
C -0.245 2.731 0.693 -0.1 -0.7 0.0
N -0.901 1.947 -0.212 0.2 0.2 -0.1
C -1.378 2.489 -1.315 0.1 -0.1 0.2
C -1.236 3.861 -1.614 0.0 -0.4 0.1
C -0.497 4.629 -0.749 -0.3 0.2 -0.3
C 0.027 4.073 0.437 0.4 0.5 0.4
H 1.958 4.681 3.200 0.0 0.0 -0.1
H -1.876 1.807 -1.997 0.0 0.1 0.0
H -1.680 4.241 -2.536 0.2 0.0 0.4
H -0.326 5.672 -0.986 0.1 0.0 0.1
C 0.406 -3.850 -0.521 -0.4 -0.2 0.0
Si 1.793 -3.237 0.588 0.4 0.2 -0.4
C 1.551 -3.666 2.390 0.4 -0.2 0.1
C 3.316 -4.191 0.055 0.5 0.5 0.3
N 1.836 -1.522 0.330 -0.1 0.3 0.0
C 2.891 -0.617 0.206 0.0 -0.8 0.1
C 2.672 0.736 -0.079 0.6 0.2 0.0
C 3.717 1.624 -0.326 -0.5 0.4 0.0
C 5.033 1.210 -0.294 0.2 0.3 -0.1
C 5.280 -0.118 0.013 0.3 -0.3 0.3
C 4.250 -1.000 0.287 -0.1 0.0 -0.2
H -0.047 -4.802 -0.203 0.3 0.1 -0.1
H 0.781 -3.961 -1.546 0.0 0.0 0.2
H -0.445 -3.173 -0.574 -0.2 0.2 -0.2
H 1.996 -4.647 2.628 -0.2 0.3 -0.1
H 0.522 -3.658 2.724 -0.2 0.0 0.1
H 2.089 -2.903 2.961 0.0 -0.1 0.1
H 3.098 -5.256 -0.049 0.0 0.0 0.0
H 4.111 -4.061 0.811 -0.3 -0.3 -0.2
H 3.720 -3.792 -0.879 -0.1 -0.2 -0.1
H 1.685 1.152 -0.145 -0.5 0.2 -0.1
H 3.463 2.669 -0.536 0.1 -0.4 0.1
H 5.846 1.911 -0.477 -0.2 -0.2 0.0
H 6.304 -0.486 0.086 -0.2 0.1 -0.1
H 4.495 -2.028 0.505 0.0 0.0 0.1
```
Forces are in eV/Å.